(1)
Here is C3H10N4O as an isolated structure in a non-equilibrium geometry from OMol25. Energies are from ωB97M-V/def2-TZVPD.

Computed properties:
Gap between HOMO and LUMO = 9.61 eV
ΔE to the lowest compared entry with this formula, charge and spin = 7.9289 eV

Each line ends with the natural charge from an NBO analysis.
Geometry (Å):
C  -2.716  -0.342  -0.455  -0.297
C  0.316  -0.062  0.128  0.518
C  1.733  -1.719  0.186  -0.485
H  -2.994  0.563  -1.191  0.203
H  -3.572  -1.015  -0.052  0.200
H  -1.938  -1.063  -0.801  0.221
H  -0.563  1.402  0.938  0.336
H  2.150  0.336  -0.443  0.386
H  0.621  2.338  -0.823  0.346
H  0.775  2.534  0.761  0.327
H  2.637  -1.156  -0.427  0.166
H  1.857  -2.878  -0.257  0.222
H  1.682  -1.531  1.545  0.226
N  -0.931  0.777  0.181  -0.356
N  1.422  0.751  0.078  -0.485
N  1.314  2.145  -0.140  -0.603
N  0.256  -1.331  -0.031  -0.528
O  -2.049  0.253  0.804  -0.396

=====

(2)
Here is one molecule with the formula C3H10N4O in a non-equilibrium geometry from OMol25. Energies are from ωB97M-V/def2-TZVPD.

Computed properties:
Gap between HOMO and LUMO = 9.77 eV
ΔE to the lowest compared entry with this formula, charge and spin = 2.9598 eV

Each line ends with the natural charge from an NBO analysis.
Geometry (Å):
C  -0.569  -0.112  -0.664  0.109
C  -0.223  0.321  -2.177  -0.609
N  0.416  0.507  0.204  -0.201
C  0.430  0.165  1.615  0.538
N  0.446  -1.146  1.937  -0.835
N  -0.732  -1.558  -0.718  -0.854
O  0.474  1.905  0.046  -0.551
N  0.504  1.030  2.567  -0.750
H  1.436  2.067  0.024  0.482
H  -1.549  0.323  -0.433  0.140
H  0.913  -1.730  1.253  0.388
H  0.778  -1.283  2.886  0.411
H  -1.556  -1.791  -1.266  0.377
H  -0.813  -1.938  0.225  0.375
H  0.487  1.955  2.124  0.349
H  -0.258  1.409  -2.290  0.217
H  0.776  -0.026  -2.461  0.213
H  -0.958  -0.099  -2.871  0.203

=====

(3)
Here is one molecule with the formula C3H10N4O2 in a non-equilibrium geometry from OMol25. Energies are from ωB97M-V/def2-TZVPD.

Computed properties:
Gap between HOMO and LUMO = 10.16 eV
ΔE to the lowest compared entry with this formula, charge and spin = 4.4639 eV

Each line ends with the natural charge from an NBO analysis.
Geometry (Å):
C  -1.861  -0.359  -0.844  -0.441
C  -0.752  1.625  -0.028  -0.440
N  -0.587  0.324  -0.658  -0.286
N  0.264  -0.490  0.200  0.271
O  -0.222  -0.824  1.328  -0.655
H  -1.172  1.533  0.982  0.196
H  -1.730  -1.224  -1.494  0.199
H  -2.540  0.335  -1.329  0.214
H  -2.296  -0.673  0.111  0.209
H  -1.428  2.209  -0.647  0.214
H  0.218  2.123  0.024  0.217
C  1.697  0.126  0.256  0.790
N  0.791  -1.648  -0.585  -0.676
N  2.103  -0.003  1.514  -0.832
O  2.189  0.661  -0.695  -0.595
H  2.939  0.451  1.834  0.415
H  0.926  -1.377  -1.553  0.381
H  0.112  -2.399  -0.521  0.369
H  1.349  -0.391  2.105  0.449

=====

(4)
Here is one molecule with the formula C3H10N4S in a non-equilibrium geometry from OMol25. Energies are from ωB97M-V/def2-TZVPD.

Computed properties:
Gap between HOMO and LUMO = 8.46 eV
ΔE to the lowest compared entry with this formula, charge and spin = 1.2565 eV

Each line ends with the natural charge from an NBO analysis.
Geometry (Å):
C  -2.587  -1.540  0.133  -0.414
C  0.500  0.141  -0.924  0.558
C  2.402  0.451  0.513  -0.416
H  -2.898  -0.479  0.484  0.181
H  -3.386  -1.835  -0.556  0.187
H  -2.513  -2.248  0.917  0.195
H  -0.661  -1.764  0.369  0.351
H  -1.095  -0.355  -2.029  0.383
H  1.968  0.850  -1.803  0.331
H  2.930  -0.304  -0.022  0.215
H  2.668  1.422  0.048  0.176
H  2.542  0.446  1.588  0.224
H  0.166  2.345  1.153  0.088
N  -1.246  -1.600  -0.439  -0.448
N  -0.813  -0.446  -1.046  -0.494
N  1.085  0.440  -2.017  -0.716
N  0.971  0.230  0.387  -0.596
S  -0.100  1.077  1.457  0.196

=====

(5)
Here is a 2-piece molecular cluster, C3H10N5 overall in a non-equilibrium geometry from OMol25. Energies are from ωB97M-V/def2-TZVPD.

Computed properties:
Gap between HOMO and LUMO = 10.36 eV
ΔE to the lowest compared entry with this formula, charge and spin = 2.2444 eV
Net charge = +1

Each line ends with the natural charge from an NBO analysis.
Geometry (Å):
C  -0.936  0.702  -0.038  0.401
C  -2.125  1.545  0.239  -0.672
C  -2.152  -1.434  -0.235  -0.430
N  0.558  0.986  0.062  -0.315
N  1.091  -0.211  -0.079  -0.142
N  0.273  -1.172  -0.130  -0.069
N  -1.030  -0.611  -0.145  -0.182
N  3.661  0.276  0.259  -0.925
H  -2.367  1.359  1.363  0.262
H  -2.955  1.056  -0.288  0.244
H  -1.921  2.564  0.018  0.266
H  -1.763  -2.316  -0.689  0.250
H  -2.762  -1.691  0.655  0.243
H  -2.730  -0.942  -0.966  0.222
H  4.399  -0.261  -0.276  0.456
H  3.425  0.125  1.233  0.463
H  2.805  -0.106  -0.297  0.473
H  3.740  1.265  -0.060  0.454

=====

(6)
Here is an isolated ion of composition C3H10N5 and charge +1 in a non-equilibrium geometry from OMol25. Energies are from ωB97M-V/def2-TZVPD.

Computed properties:
Gap between HOMO and LUMO = 9.23 eV
ΔE to the lowest compared entry with this formula, charge and spin = 5.2371 eV
Net charge = +1

Each line ends with the natural charge from an NBO analysis.
Geometry (Å):
C  -0.550  0.676  -1.351  0.196
C  -2.336  0.841  0.024  -0.248
C  -1.139  0.226  0.831  -0.264
N  -1.682  1.202  -1.265  -0.361
N  -0.057  0.219  -0.147  -0.311
N  2.351  0.169  -0.087  -0.618
N  1.115  -1.704  0.745  -0.595
N  1.123  -0.553  -0.114  0.086
H  0.053  0.728  -2.228  0.206
H  -2.917  -0.053  -0.312  0.224
H  -2.889  1.649  0.538  0.247
H  -0.945  1.009  1.526  0.212
H  -1.312  -0.766  1.217  0.234
H  2.559  0.756  -0.796  0.392
H  2.338  0.699  0.736  0.376
H  1.702  -1.637  1.570  0.402
H  1.498  -2.401  0.192  0.379
H  1.088  -1.059  -1.080  0.441

=====

(7)
Here is a 2-piece molecular cluster, C3H10N5 overall in a non-equilibrium geometry from OMol25. Energies are from ωB97M-V/def2-TZVPD.

Computed properties:
Gap between HOMO and LUMO = 8.59 eV
ΔE to the lowest compared entry with this formula, charge and spin = 3.4594 eV
Net charge = +1

Each line ends with the natural charge from an NBO analysis.
Geometry (Å):
C  2.389  0.161  0.027  0.592
C  -0.439  0.988  -0.952  -0.007
C  -2.185  -0.454  -0.197  -0.436
N  2.699  1.311  -0.203  -0.739
N  1.816  -0.787  0.503  -0.355
N  -1.167  0.551  0.000  -0.036
N  1.082  -1.857  0.028  -0.649
N  -1.106  1.035  1.245  -0.583
H  -0.578  0.623  -1.953  0.231
H  0.336  1.717  -0.768  0.245
H  -2.317  -0.665  -1.255  0.247
H  -1.888  -1.377  0.306  0.251
H  -3.131  -0.111  0.222  0.247
H  3.642  1.641  -0.305  0.415
H  1.425  -2.200  -0.866  0.367
H  1.165  -2.605  0.713  0.384
H  -0.291  1.591  1.474  0.414
H  -1.453  0.437  1.982  0.411

=====

(8)
Here is one molecule with the formula C3H10N6 in a non-equilibrium geometry from OMol25. Energies are from ωB97M-V/def2-TZVPD.

Computed properties:
Gap between HOMO and LUMO = 7.25 eV
ΔE to the lowest compared entry with this formula, charge and spin = 1.8426 eV

Each line ends with the natural charge from an NBO analysis.
Geometry (Å):
N  0.210  -1.214  -0.489  -0.435
C  1.306  -0.283  -0.094  0.347
C  0.528  0.847  0.176  -0.253
C  -0.857  0.419  0.058  0.585
N  -0.236  -2.398  0.152  -0.647
N  0.940  2.205  0.090  -0.846
N  -1.574  -0.090  1.145  -0.836
N  -1.650  1.052  -0.894  -0.806
N  2.548  -0.421  -0.398  -0.806
H  0.310  -1.450  -1.478  0.380
H  0.603  -2.975  0.230  0.343
H  -0.585  -2.232  1.096  0.354
H  1.641  2.404  0.797  0.373
H  1.380  2.416  -0.801  0.350
H  -0.995  -0.290  1.946  0.406
H  -2.551  0.144  1.236  0.392
H  -2.584  1.323  -0.620  0.371
H  -1.197  1.851  -1.312  0.403
H  2.762  -1.310  -0.839  0.327

=====

(9)
Here is a 2-piece molecular cluster, C3H10NO overall in a non-equilibrium geometry from OMol25. Energies are from ωB97M-V/def2-TZVPD.

Computed properties:
Spin multiplicity = 2
Gap between HOMO and LUMO (alpha / beta) = 4.87 / 10.94 eV
⟨S²⟩ = 0.750
ΔE to the lowest compared entry with this formula, charge and spin = 1.8105 eV

Each line ends with the Löwdin spin population.
Geometry (Å):
C  -2.513  -2.817  -3.562  0.169
N  -2.180  -2.079  -4.837  0.298
H  -3.449  -2.431  -3.178  0.030
H  -2.655  -3.859  -3.811  0.035
H  -1.721  -2.663  -2.852  0.032
H  -1.172  -1.763  -4.836  0.147
H  -2.831  -1.291  -5.048  0.136
H  -2.134  -2.737  -5.661  0.152
O  0.874  1.889  2.564  0.000
C  1.598  1.568  3.473  0.000
C  2.849  2.308  3.825  0.000
H  1.360  0.669  4.062  0.000
H  3.012  3.172  3.174  0.000
H  3.692  1.639  3.644  0.000
H  2.889  2.677  4.844  0.000

=====

(10)
Here is an isolated ion of composition C3H10NO and charge +1 from OMol25. Energies are from ωB97M-V/def2-TZVPD.

Computed properties:
Gap between HOMO and LUMO = 12.05 eV
ΔE to the lowest compared entry with this formula, charge and spin = 0.1416 eV
Net charge = +1

Each line ends with the natural charge from an NBO analysis.
Geometry (Å):
C  -0.862  0.111  0.720  -0.084
O  -1.764  -0.513  -0.191  -0.759
C  0.407  0.491  -0.060  -0.069
C  1.619  0.442  0.847  -0.650
N  0.535  -0.506  -1.192  -0.686
H  -1.287  0.993  1.211  0.217
H  -0.609  -0.587  1.508  0.189
H  -2.690  -0.301  -0.016  0.520
H  0.319  1.477  -0.493  0.232
H  1.477  1.130  1.682  0.259
H  2.556  0.772  0.395  0.244
H  1.794  -0.538  1.298  0.229
H  1.306  -1.166  -1.086  0.440
H  -0.330  -1.065  -1.214  0.472
H  0.613  -0.067  -2.112  0.447

=====

(11)
Here is a 2-piece molecular cluster, C3H10NO overall in a non-equilibrium geometry from OMol25. Energies are from ωB97M-V/def2-TZVPD.

Computed properties:
Gap between HOMO and LUMO = 9.61 eV
ΔE to the lowest compared entry with this formula, charge and spin = 2.2381 eV
Net charge = +1

Each line ends with the natural charge from an NBO analysis.
Geometry (Å):
C  1.015  0.081  2.258  -0.447
N  -0.133  -0.391  1.360  -0.690
H  0.861  -0.436  3.224  0.242
H  1.022  1.218  2.336  0.251
H  2.079  -0.151  1.857  0.254
H  0.000  -1.366  0.972  0.461
H  -0.991  -0.307  1.893  0.437
H  -0.151  0.105  0.473  0.461
C  -0.673  0.723  -2.754  -0.446
C  -0.799  -0.035  -1.592  0.038
O  0.180  -0.728  -1.006  -0.753
H  0.145  0.894  -3.442  0.231
H  -1.661  1.401  -2.792  0.233
H  -1.803  -0.053  -1.229  0.204
H  0.909  -0.956  -1.559  0.520

=====

(12)
Here is a 2-piece molecular cluster, C3H10NO overall in a non-equilibrium geometry from OMol25. Energies are from ωB97M-V/def2-TZVPD.

Computed properties:
Gap between HOMO and LUMO = 10.50 eV
ΔE to the lowest compared entry with this formula, charge and spin = 1.3009 eV
Net charge = +1

Each line ends with the natural charge from an NBO analysis.
Geometry (Å):
C  -0.194  0.045  -2.262  -0.262
O  -0.876  0.725  -1.166  -0.779
H  0.371  0.773  -2.839  0.202
H  0.411  -0.781  -1.897  0.190
H  -0.993  -0.408  -2.852  0.199
H  -1.510  1.326  -1.577  0.507
C  1.251  0.230  0.967  -0.442
C  -0.577  -0.822  2.200  0.107
N  -0.170  -0.160  1.190  -0.392
H  1.690  0.617  1.880  0.241
H  1.251  0.905  0.123  0.249
H  1.771  -0.672  0.635  0.239
H  0.017  -0.848  3.105  0.231
H  -1.633  -1.060  2.113  0.228
H  -0.808  0.130  0.380  0.481